Molecular formula: C41H41CuFP2
Method: DFT, ωB97M-V/def2-TZVPD

The geometry in ORCA input format:
```
! RIJCOSX wB97M-V def2-TZVPD def2/J DEFGRID3
* xyz 0 2
Cu -1.6798 -0.9124 1.0697
C 4.0724 2.0316 -0.9889
C 2.9988 2.7584 -1.3212
C 2.6954 3.2458 -2.7116
C 3.0012 2.2488 -3.8606
C 2.6481 0.8109 -3.5752
C 3.4661 -0.1015 -3.0354
C 4.8708 0.1560 -2.5783
C 5.1378 1.5435 -1.9409
C -2.5267 -2.6745 0.4605
H 4.2800 1.7959 0.0607
H 2.3455 3.1542 -0.5380
H 3.2790 4.1681 -2.9125
H 1.6287 3.5330 -2.7799
H 2.3917 2.5704 -4.7253
H 4.0561 2.3476 -4.1587
H 1.6525 0.5240 -3.9332
H 3.1878 -1.1557 -3.0360
H 5.5531 0.0460 -3.4436
H 5.1666 -0.6216 -1.8520
H 6.0742 1.4413 -1.3616
H 5.3332 2.2787 -2.7365
H -2.3204 -3.2688 1.3631
H -2.4884 -3.3863 -0.3778
H -3.5587 -2.2941 0.4763
P -0.6755 1.0160 1.1236
P -0.9847 -1.6032 -0.8559
C 0.1100 0.9474 -0.4957
C -0.1923 -0.0466 -1.3710
C -1.5575 2.6018 1.2544
C -1.1857 3.7495 0.5295
C -1.8621 4.9539 0.7358
C -2.9448 5.0126 1.6210
C -3.3631 3.8578 2.2931
C -2.6622 2.6709 2.1258
C 0.6718 0.9786 2.3577
C 1.4509 -0.1952 2.4549
C 2.4850 -0.2808 3.3876
C 2.7998 0.8295 4.1758
C 2.0377 1.9988 4.0783
C 0.9708 2.0727 3.1821
C -2.1200 -1.9367 -2.2388
C -3.2957 -1.1603 -2.3067
C -4.2225 -1.3953 -3.3264
C -3.9721 -2.3935 -4.2738
C -2.8279 -3.1937 -4.1703
C -1.9047 -2.9796 -3.1444
C 0.3288 -2.8704 -0.7904
C 0.2108 -3.9750 0.0764
C 1.1050 -5.0396 -0.0136
C 2.1729 -4.9766 -0.9137
C 2.3793 -3.8193 -1.6757
C 1.4694 -2.7598 -1.6050
H 0.8334 1.7361 -0.7472
H 0.0196 0.0735 -2.4426
H -0.3683 3.6863 -0.1910
H -1.5435 5.8551 0.2105
H -3.4635 5.9550 1.7892
H -4.2256 3.8911 2.9589
H -2.9704 1.7750 2.6654
H 1.2290 -1.0459 1.8070
H 3.0352 -1.2187 3.4946
H 3.6411 0.7735 4.8701
H 2.2780 2.8523 4.7128
H 0.3677 2.9815 3.1217
H -3.4862 -0.3934 -1.5516
H -5.1371 -0.7982 -3.3733
H -4.6760 -2.5477 -5.0955
H -2.6533 -3.9942 -4.8885
H -1.0274 -3.6243 -3.0394
H -0.5914 -4.0121 0.8077
H 0.9629 -5.9229 0.6078
H 2.8535 -5.8243 -1.0162
H 3.2464 -3.7454 -2.3360
H 1.6290 -1.8363 -2.1624
F -4.3899 -0.4819 6.3876
C -3.7589 -0.5907 5.1699
C -2.3733 -0.7025 5.1517
C -1.7273 -0.7511 3.9038
C -2.4853 -0.6760 2.7514
C -3.8667 -0.5816 2.7778
C -4.5300 -0.5391 4.0154
H -1.7990 -0.7610 6.0722
H -0.6444 -0.8403 3.8667
H -4.4516 -0.5273 1.8618
H -5.6131 -0.4677 4.0625
*
```

Results
Total energy in eV: -109111.4701
Expectation value of S²: 0.7635
Relative energy (zero: lowest compared OMol25 entry of this formula, charge and spin) in eV: 0.0000
Gap between HOMO and LUMO (spin up / spin down) in hartree: 0.1763 / 0.2742

***

Molecular formula: C3H10N3O
Method: DFT, ωB97M-V/def2-TZVPD

The geometry in ORCA input format:
```
! RIJCOSX wB97M-V def2-TZVPD def2/J DEFGRID3
* xyz -1 1
C -2.2120 -0.0214 0.4950
C 1.6169 -1.1872 -0.2625
C 1.3648 1.1093 0.5783
N -1.7828 -0.5413 -0.7682
N 0.6232 -0.1413 0.1160
N -0.3153 0.2005 -1.1760
O -0.5477 1.4144 -1.3651
H -1.6414 -0.3978 1.3920
H -2.2337 1.1311 0.3261
H -3.3367 -0.2581 0.4480
H 1.9202 -1.5278 0.6423
H 0.9540 -1.9497 -0.8064
H 2.4672 -0.7919 -0.9290
H 0.8853 1.9974 0.0978
H 1.4375 1.3807 1.6626
H 2.4159 1.1090 0.3652
H -1.6155 -1.5258 -0.8163
*
```

Results
Total energy in eV: -9786.1405
Relative energy (zero: lowest compared OMol25 entry of this formula, charge and spin) in eV: 5.6750
Gap between HOMO and LUMO in hartree: 0.2224

***

What did the second record say?
Molecular formula: C3H10N3O
Method: DFT, ωB97M-V/def2-TZVPD

The geometry in ORCA input format:
```
! RIJCOSX wB97M-V def2-TZVPD def2/J DEFGRID3
* xyz -1 1
C -2.2120 -0.0214 0.4950
C 1.6169 -1.1872 -0.2625
C 1.3648 1.1093 0.5783
N -1.7828 -0.5413 -0.7682
N 0.6232 -0.1413 0.1160
N -0.3153 0.2005 -1.1760
O -0.5477 1.4144 -1.3651
H -1.6414 -0.3978 1.3920
H -2.2337 1.1311 0.3261
H -3.3367 -0.2581 0.4480
H 1.9202 -1.5278 0.6423
H 0.9540 -1.9497 -0.8064
H 2.4672 -0.7919 -0.9290
H 0.8853 1.9974 0.0978
H 1.4375 1.3807 1.6626
H 2.4159 1.1090 0.3652
H -1.6155 -1.5258 -0.8163
*
```

Results
Total energy in eV: -9786.1405
Relative energy (zero: lowest compared OMol25 entry of this formula, charge and spin) in eV: 5.6750
Gap between HOMO and LUMO in hartree: 0.2224

***

total energy of number 1 (C41H41CuFP2)?
-109111.4701 eV

***

Which formula does entry 2 have?
C3H10N3O

***

Which of these has the lowest total energy?
C41H41CuFP2